1.
The following is a DFT calculation (ωB97M-V with the def2-TZVPD basis set) of 4 unconnected molecules or ions with the total composition C2H12O3S2.

Energy relative to the best compared isomer or geometry (same formula, charge and spin) (kJ/mol): 99.9
SMILES: CSSC.O.O.O
Electronic energy (a.u.): -1105.463487

Atoms and positions in Å:
C1 1.14 0.88 1.83
S1 -0.66 0.96 1.79
S2 -1.38 -0.26 0.33
C2 -2.38 -1.47 1.24
H1 1.34 0.28 0.97
H2 1.54 1.89 1.77
H3 1.53 0.31 2.67
H4 -3.30 -1.09 1.65
H5 -2.62 -2.25 0.51
H6 -1.79 -2.02 1.98
O1 -1.46 3.11 -1.19
H7 -1.71 4.04 -1.12
H8 -1.64 2.90 -2.11
O2 2.74 -0.18 -4.29
H9 2.25 -1.00 -4.32
H10 2.64 0.01 -3.35
O3 1.60 -2.16 0.41
H11 1.16 -2.44 1.20
H12 1.00 -1.51 0.03

Results of the Löwdin charge analysis, in e, for atoms 1 through 2: number 1, C, carries -0.443; number 2, S, carries 0.439


2.
The following is a DFT calculation (ωB97M-V with the def2-TZVPD basis set) of 5 unconnected molecules or ions with the total composition C2H12O4.

Energy relative to the best compared isomer or geometry (same formula, charge and spin) (kJ/mol): 53.4
SMILES: C=C.O.O.O.O
Electronic energy (a.u.): -384.340623

Atoms and positions in Å:
C1 2.06 0.60 0.31
C2 2.02 -0.73 0.26
H1 3.02 1.10 0.23
H2 1.20 1.23 0.19
H3 2.94 -1.29 0.13
H4 1.08 -1.25 0.32
O1 -0.96 0.14 1.75
H5 -0.25 -0.17 2.32
H6 -1.36 -0.68 1.41
O2 -1.03 2.05 -0.21
H7 -1.18 1.55 0.61
H8 -1.74 2.71 -0.26
O3 -0.59 -0.03 -2.09
H9 -0.92 0.58 -1.41
H10 0.33 0.21 -2.20
O4 -1.39 -1.96 -0.09
H11 -1.27 -1.37 -0.86
H12 -1.95 -2.68 -0.39

Results of the Löwdin charge analysis, in e, for atoms 1 through 2: number 1, C, carries -0.068; number 2, C, carries -0.063


3.
The following is a DFT calculation (ωB97M-V with the def2-TZVPD basis set) of 4 unconnected molecules or ions with the total composition C2H12O4.

Energy relative to the best compared isomer or geometry (same formula, charge and spin) (kJ/mol): 59.9
SMILES: CCO.O.O.O
Electronic energy (a.u.): -384.338147

Atoms and positions in Å:
C1 1.71 1.94 -1.48
C2 0.31 2.37 -1.14
O1 -0.04 1.77 0.11
H1 1.79 0.86 -1.57
H2 2.40 2.19 -0.66
H3 2.14 2.42 -2.36
H4 -0.35 2.00 -1.93
H5 0.26 3.46 -1.11
H6 -0.78 2.24 0.50
O2 -1.90 -1.56 2.59
H7 -2.49 -2.14 3.07
H8 -1.30 -2.16 2.09
O3 -0.56 -3.19 0.93
H9 0.33 -3.53 0.79
H10 -1.08 -3.97 1.19
O4 -0.15 -0.95 -0.73
H11 0.16 -0.17 -0.25
H12 -0.46 -1.56 -0.05

Results of the Löwdin charge analysis, in e, for atoms 1 through 2: number 1, C, carries -0.095; number 2, C, carries -0.316


4.
The following is a DFT calculation (ωB97M-V with the def2-TZVPD basis set) of 4 unconnected molecules or ions with the total composition C2H12O4.

Energy relative to the best compared isomer or geometry (same formula, charge and spin) (kJ/mol): 176.8
SMILES: CCO.O.O.O
Electronic energy (a.u.): -384.293593

Atoms and positions in Å:
C1 1.32 -2.07 -2.53
C2 2.55 -1.36 -1.66
O1 2.45 0.01 -1.39
H1 1.53 -3.06 -2.93
H2 0.40 -2.04 -2.00
H3 1.20 -1.32 -3.35
H4 3.48 -1.49 -2.24
H5 2.68 -1.89 -0.70
H6 1.96 0.51 -2.02
O2 -1.83 -0.03 0.43
H7 -0.88 0.08 0.53
H8 -1.88 0.83 -0.03
O3 -2.98 3.57 1.40
H9 -3.60 2.95 1.34
H10 -3.17 4.00 0.53
O4 -0.50 -0.58 3.30
H11 -1.16 -0.23 2.63
H12 -0.76 -1.44 3.50

Results of the Löwdin charge analysis, in e, for atoms 1 through 2: number 1, C, carries -0.051; number 2, C, carries -0.290


5.
The following is a DFT calculation (ωB97M-V with the def2-TZVPD basis set) of 5 unconnected molecules or ions with the total composition C2H12O5.

Energy relative to the best compared isomer or geometry (same formula, charge and spin) (kJ/mol): 92.4
Multiplicity: 2
Net charge: -1
<S²>: 0.75
Electronic energy (a.u.): -459.535770

Atoms and positions in Å:
C1 2.97 1.82 2.60
C2 2.16 2.08 1.57
O1 2.25 1.54 0.34
H1 2.74 2.33 3.53
H2 3.92 1.33 2.43
H3 1.37 2.82 1.71
H4 1.62 1.97 -0.29
H5 -1.90 -3.52 -1.89
H6 -2.58 -4.79 -1.70
O2 -1.66 -4.46 -1.78
H7 -1.23 1.19 -2.33
H8 -1.20 0.20 -3.44
O3 -0.83 1.06 -3.21
H9 -1.25 -1.32 -0.05
H10 -2.48 -2.28 0.23
O4 -2.03 -1.76 -0.44
H11 -1.35 0.89 1.11
H12 0.16 0.69 0.75
O5 -0.68 0.22 0.86

Results of the Löwdin charge analysis, in e, for atoms 1 through 2: number 1, C, carries -0.047; number 2, C, carries -0.446


6.
The following is a DFT calculation (ωB97M-V with the def2-TZVPD basis set) of 5 unconnected molecules or ions with the total composition C2H12O5.

Energy relative to the best compared isomer or geometry (same formula, charge and spin) (kJ/mol): 90.7
Multiplicity: 2
Net charge: +1
<S²>: 0.76
Electronic energy (a.u.): -459.240465

Atoms and positions in Å:
C1 0.06 2.57 1.72
C2 0.31 1.90 0.52
O1 -0.19 0.79 0.14
H1 0.69 3.37 2.06
H2 -0.87 2.37 2.26
H3 0.73 2.47 -0.31
H4 -0.54 0.32 0.96
H5 -0.70 -1.84 0.86
H6 -0.46 -1.67 2.38
O2 -0.99 -1.33 1.64
H7 -1.09 -3.51 -0.91
H8 -0.82 -2.14 -1.40
O3 -0.49 -2.78 -0.74
H9 -2.25 0.06 -2.41
H10 -1.17 0.08 -1.35
O4 -1.63 -0.52 -1.95
H11 2.35 0.90 -0.58
H12 3.15 -0.41 -0.77
O5 3.22 0.55 -0.81

Results of the Löwdin charge analysis, in e, for atoms 1 through 2: number 1, C, carries 0.282; number 2, C, carries -0.097


- Which value of energy relative to the best compared isomer or geometry (same formula, charge and spin) does entry 3 give?
  59.9 kJ/mol


Please write out number 2 again, unchanged.
The following is a DFT calculation (ωB97M-V with the def2-TZVPD basis set) of 5 unconnected molecules or ions with the total composition C2H12O4.

Energy relative to the best compared isomer or geometry (same formula, charge and spin) (kJ/mol): 53.4
SMILES: C=C.O.O.O.O
Electronic energy (a.u.): -384.340623

Atoms and positions in Å:
C1 2.06 0.60 0.31
C2 2.02 -0.73 0.26
H1 3.02 1.10 0.23
H2 1.20 1.23 0.19
H3 2.94 -1.29 0.13
H4 1.08 -1.25 0.32
O1 -0.96 0.14 1.75
H5 -0.25 -0.17 2.32
H6 -1.36 -0.68 1.41
O2 -1.03 2.05 -0.21
H7 -1.18 1.55 0.61
H8 -1.74 2.71 -0.26
O3 -0.59 -0.03 -2.09
H9 -0.92 0.58 -1.41
H10 0.33 0.21 -2.20
O4 -1.39 -1.96 -0.09
H11 -1.27 -1.37 -0.86
H12 -1.95 -2.68 -0.39

Results of the Löwdin charge analysis, in e, for atoms 1 through 2: number 1, C, carries -0.068; number 2, C, carries -0.063